Here is a molecular structure, C47H62FNO4Si2 from OMol25. Energies are from wB97M-V/def2-TZVPD.

Values from the calculation:
Charge   0
Calculated total energy   -77900.6924 eV
Strongest force on any atom   2.57 eV/A
Kohn-Sham gap   9.020 eV
HOMO   -8.50 eV

Structure (XYZ):
```
117
Properties=species:S:1:pos:R:3:lowdin_charge:R:1
C -1.2205 5.2631 -0.9492 -0.091
C -1.3550 4.2977 -2.1229 -0.243
C -0.7022 4.7681 -3.4415 -0.195
C 0.5261 5.6444 -3.2890 -0.270
O 1.4795 5.1761 -2.3199 -0.239
Si 2.1729 3.7157 -2.6518 0.468
O 1.4786 2.6180 -1.6024 -0.285
Si 1.8988 1.0106 -1.8009 0.570
C 0.5507 0.0062 -0.8777 -0.271
N 1.0138 -0.7447 0.3056 -0.021
C 3.5806 0.6401 -1.0032 -0.200
C 4.1609 1.7314 -0.0884 -0.145
C 3.3398 2.0019 1.1373 -0.545
O 2.3761 2.6661 1.1890 0.148
O 3.8379 1.4058 2.2731 0.069
C 1.8008 0.4681 -3.6378 -0.393
F 0.6819 1.0344 -4.2448 -0.070
C 1.6838 -1.0301 -3.8134 -0.247
C 2.8319 -1.7904 -3.1472 -0.077
H -0.2600 5.0963 -0.4822 0.066
H -1.9472 4.9807 -0.2001 0.068
H -1.3104 6.3030 -1.2280 0.073
H -2.4156 4.1905 -2.3266 0.097
H -0.9857 3.3065 -1.8976 0.078
H -0.5333 3.9135 -4.0876 0.096
H -1.4410 5.3732 -3.9602 0.112
H 1.0247 5.7606 -4.2530 0.107
H 0.2259 6.6369 -2.9867 0.110
H 1.9438 3.2678 -4.0315 0.022
H 3.6189 3.8433 -2.3854 0.006
H -0.1749 0.7242 -0.5044 0.069
H -0.0036 -0.6284 -1.5559 0.063
H 1.5342 -1.5695 0.0441 0.051
H 1.5439 -0.1516 0.9269 0.029
H 4.2951 0.5122 -1.8135 0.075
H 3.5984 -0.2934 -0.4611 0.075
H 4.3503 2.6756 -0.5806 0.095
H 5.1197 1.3736 0.2625 0.114
H 3.8376 2.1023 2.9452 0.128
H 2.6889 0.7867 -4.1853 0.113
H 1.6785 -1.2012 -4.8841 0.108
H 0.7402 -1.4140 -3.4440 0.089
H 2.9926 -2.7309 -3.6459 0.074
H 3.7323 -1.1895 -3.2269 0.067
H 2.6366 -1.9354 -2.0949 0.059
C 1.0869 -0.7618 6.3064 -0.100
C 0.3568 0.4144 6.2170 -0.098
C 0.3807 1.1590 5.0454 -0.086
C 1.1280 0.7234 3.9599 -0.093
C 1.8563 -0.4563 4.0489 -0.098
C 1.8383 -1.1961 5.2227 -0.093
H 1.0710 -1.3416 7.2212 0.097
H -0.2316 0.7515 7.0621 0.086
H -0.1846 2.0800 4.9778 0.102
H 1.1424 1.3034 3.0462 0.084
H 2.4388 -0.7978 3.2035 0.091
H 2.4097 -2.1131 5.2934 0.100
C -4.3238 -1.1044 0.0909 -0.090
C -3.5592 -0.0049 -0.2731 -0.089
C -3.1893 0.1735 -1.5983 -0.100
C -3.5898 -0.7425 -2.5615 -0.098
C -4.3575 -1.8402 -2.1981 -0.099
C -4.7210 -2.0231 -0.8711 -0.095
H -4.6100 -1.2457 1.1256 0.099
H -3.2497 0.7119 0.4769 0.103
H -2.5860 1.0272 -1.8829 0.092
H -3.3027 -0.6000 -3.5961 0.101
H -4.6717 -2.5541 -2.9496 0.100
H -5.3154 -2.8823 -0.5862 0.080
C -0.1841 -4.2921 -4.8737 -0.099
C 0.3783 -5.4495 -5.3934 -0.097
C 0.0526 -6.6836 -4.8482 -0.098
C -0.8414 -6.7600 -3.7889 -0.096
C -1.4058 -5.6024 -3.2713 -0.093
C -1.0749 -4.3676 -3.8112 -0.093
H 0.0710 -3.3280 -5.2964 0.092
H 1.0713 -5.3899 -6.2232 0.100
H 0.4952 -7.5865 -5.2491 0.100
H -1.0981 -7.7231 -3.3663 0.100
H -2.1039 -5.6623 -2.4458 0.099
H -1.5121 -3.4637 -3.4037 0.092
C -6.3724 -6.9464 0.3936 -0.096
C -5.7252 -5.7214 0.4719 -0.100
C -5.6224 -5.0663 1.6916 -0.095
C -6.1597 -5.6414 2.8345 -0.095
C -6.8043 -6.8679 2.7567 -0.098
C -6.9140 -7.5188 1.5359 -0.098
H -6.4549 -7.4555 -0.5583 0.100
H -5.3002 -5.2764 -0.4192 0.089
H -5.1222 -4.1075 1.7517 0.092
H -6.0757 -5.1330 3.7865 0.101
H -7.2221 -7.3169 3.6488 0.100
H -7.4211 -8.4733 1.4748 0.100
C -0.9105 0.8092 10.2598 -0.101
C -1.2935 1.6681 11.2802 -0.098
C -2.5851 1.6147 11.7848 -0.098
C -3.4918 0.6962 11.2746 -0.098
C -3.1083 -0.1652 10.2565 -0.096
C -1.8193 -0.1066 9.7461 -0.101
H 0.0967 0.8531 9.8641 0.098
H -0.5844 2.3805 11.6824 0.100
H -2.8853 2.2890 12.5767 0.100
H -4.4981 0.6518 11.6712 0.100
H -3.8153 -0.8827 9.8597 0.100
H -1.5220 -0.7757 8.9479 0.095
C 5.2372 5.3201 -4.6667 -0.107
C 6.5529 5.6375 -4.3614 -0.093
C 7.5926 4.9404 -4.9612 -0.097
C 7.3165 3.9313 -5.8731 -0.098
C 6.0006 3.6157 -6.1814 -0.097
C 4.9606 4.3069 -5.5759 -0.103
H 4.4263 5.8625 -4.1958 0.096
H 6.7684 6.4288 -3.6547 0.101
H 8.6189 5.1845 -4.7184 0.100
H 8.1277 3.3909 -6.3441 0.100
H 5.7854 2.8296 -6.8943 0.100
H 3.9336 4.0567 -5.8130 0.093
```